[1]
C4H10ClNO | ωB97M-V/def2-TZVPD

The calculation puts the energy above the lowest of the compared OMol25 structures with the same formula, charge and spin at 3.771 eV. The value obtained for the total energy is -748.48240 Ha. The HOMO-LUMO gap is 10.0603 eV. Its strongest force on any atom is 4.8 eV/Å.

Last column: natural (NBO) charge in e.
Positions of all 17 atoms, in Å:
C 0.60422 -1.66381 0.93121  -0.713
C -0.11869 1.68662 -0.82083  -0.408
C -1.53314 0.20544 0.62109  -0.420
C 0.76576 -0.41158 0.16356  0.582
N -0.11789 0.63397 0.16518  -0.494
O 1.10320 -1.13921 -1.59358  -0.881
Cl 2.45178 0.39198 0.53615  -0.132
H 0.77066 -1.50102 1.91736  0.242
H 1.47046 -2.38805 0.65013  0.272
H -0.32300 -1.98750 0.48264  0.246
H -1.06229 2.20768 -0.67449  0.210
H 0.77444 2.27124 -0.55633  0.229
H -0.13107 1.40753 -1.91738  0.195
H -2.00934 -0.53085 0.03767  0.202
H -1.59142 -0.01741 1.70565  0.217
H -2.18624 1.22813 0.61395  0.207
H 1.13258 -0.39317 -2.26198  0.447

[2]
C35H48Ge2IN6Os | ωB97M-V/def2-TZVPD

The calculation puts the energy above the lowest of the compared OMol25 structures with the same formula, charge and spin at 0.979 eV. The net charge is +4. Its multiplicity is 6. The value obtained for the total energy is -6231.41332 Ha. The HOMO-LUMO gap (alpha / beta) is 5.1161 / 3.1766 eV. Its strongest force on any atom is 3.3 eV/Å. As for the expectation value of S²: 8.85.

Last column: Löwdin spin population.
Positions of all 93 atoms, in Å:
Os 13.44370 13.22441 13.14719  1.866
C 12.39904 7.37786 12.46658  0.011
Ge 12.48691 8.97588 13.62454  0.042
C 14.26930 9.23982 14.41493  0.011
C 10.97070 8.94360 14.86853  0.016
Ge 12.22999 11.10458 12.33710  0.097
C 12.34549 10.98984 10.37830  0.258
C 13.38898 10.28015 9.81503  0.062
C 13.25808 9.88636 8.49543  0.100
C 12.18986 10.36127 7.74660  0.278
C 11.21209 11.26950 8.27606  0.036
C 11.37505 11.61462 9.58826  0.091
C 10.29745 11.60043 12.42177  0.004
C 9.39897 10.61524 12.08791  0.007
C 8.00807 10.82426 11.93308  0.000
C 7.55045 12.15700 12.05247  0.003
C 8.42553 13.16829 12.31394  0.004
C 9.78967 12.88476 12.58660  0.003
H 11.42181 7.30928 11.89699  0.000
H 12.63330 6.50970 13.07325  0.002
H 13.26508 7.45578 11.77155  0.000
H 14.20774 9.13704 15.52031  0.001
H 14.78976 10.20890 14.22019  0.005
H 14.93729 8.50189 14.06498  0.000
H 11.01669 8.15884 15.61012  0.002
H 10.01354 8.80994 14.27186  0.000
H 10.77022 9.89254 15.32295  0.004
H 14.19277 9.91531 10.48378  0.000
H 14.02306 9.31894 7.97569  0.002
H 12.07407 9.98160 6.72848  0.010
H 10.34318 11.62392 7.71267  -0.001
H 10.81810 12.42544 10.05913  0.002
H 9.79482 9.59266 11.82579  0.000
H 7.41119 9.95702 11.65848  0.000
H 6.52117 12.41251 11.84085  0.000
H 7.99592 14.16540 12.33261  0.000
H 10.37963 13.73410 12.90598  0.002
C 15.25260 13.05749 10.69154  0.022
N 16.57230 13.08031 10.06605  0.014
C 17.34577 14.34531 10.32548  0.001
N 17.38118 14.69670 11.77267  0.002
C 16.01281 14.72812 12.31416  0.008
N 15.31182 13.36958 12.21095  0.075
C 16.26357 12.30195 12.82467  0.024
N 17.61955 12.25721 12.23195  0.011
C 17.39865 12.01288 10.78724  0.001
C 18.21802 13.61027 12.40704  0.000
H 14.76108 12.09522 10.56068  0.006
H 14.58317 13.77646 10.21643  0.002
H 16.88479 15.14468 9.69894  0.000
H 18.31821 14.15467 9.84619  0.000
H 15.35945 15.49148 11.79306  0.001
H 16.02001 14.98022 13.36795  0.003
H 15.68621 11.37573 12.72944  0.008
H 16.31499 12.57963 13.89565  0.003
H 16.89058 11.05288 10.65093  0.000
H 18.37352 11.90929 10.25579  0.000
H 19.21052 13.59927 11.89381  0.000
H 18.48170 13.84946 13.44357  0.000
C 11.23642 17.06484 15.63936  0.001
N 12.59873 17.42792 15.30552  0.002
C 12.78470 18.90978 15.05650  0.000
C 13.24632 16.45708 14.27302  0.016
C 12.60695 16.25339 12.90796  0.061
C 11.96055 17.27393 12.19203  -0.001
C 11.69764 17.18901 10.85245  0.052
C 12.08190 16.06397 10.16982  -0.009
C 12.57279 14.92667 10.85922  0.068
C 12.79954 14.98173 12.23763  0.061
H 11.02109 17.73549 16.50359  0.000
H 11.18475 15.97006 15.85912  0.000
H 10.55258 17.33494 14.80282  0.000
H 13.14364 17.18662 16.15928  0.000
H 12.22327 19.26173 14.16157  0.000
H 13.84912 19.14326 14.79191  0.000
H 12.46379 19.50916 15.99460  0.000
H 13.49350 15.53813 14.86615  0.009
H 14.22435 16.85715 14.10227  0.002
H 11.53103 18.10594 12.71572  0.000
H 11.26748 18.06559 10.32404  0.002
H 12.02294 16.01119 9.07320  -0.001
H 12.73750 13.97486 10.36912  0.006
I 10.54018 11.35105 18.19391  0.754
C 12.22203 11.91045 16.92070  0.092
C 13.40712 11.83645 17.66468  0.227
C 14.45885 12.62427 17.18691  0.003
C 14.52804 13.23568 15.98483  0.188
N 13.38049 13.05414 15.12463  0.142
C 12.25855 12.49671 15.68840  0.192
H 13.47861 11.17859 18.49188  0.009
H 15.35912 12.54470 17.75120  -0.003
H 15.36800 13.71148 15.52751  0.010
H 11.39536 12.59624 15.05857  0.015

[3]
C17H31Cl8NO7 | ωB97M-V/def2-TZVPD

As for the SMILES: O=C1OCCO1.O=C1OCCO1.CNC(C)=O.ClCCCl.ClCCCl.ClCCCl.ClCCCl. The value obtained for the total energy is -4929.31638 Ha. The HOMO-LUMO gap is 9.8136 eV. Its strongest force on any atom is 3.7 eV/Å.

Last column: natural (NBO) charge in e.
Positions of all 64 atoms, in Å:
O -2.58254 -4.06166 -3.48935  -0.580
C -1.55996 -3.51234 -3.90911  0.968
O -1.24082 -2.25936 -3.67092  -0.475
C 0.08535 -2.00574 -4.16861  -0.103
C 0.28447 -3.12397 -5.23964  -0.091
O -0.63783 -4.08277 -4.75830  -0.495
H 0.14243 -0.96629 -4.49166  0.205
H 0.87024 -2.15528 -3.42721  0.185
H 1.28761 -3.54854 -5.20023  0.198
H 0.07598 -2.79272 -6.25694  0.187
O 1.31048 -1.32264 2.82954  -0.573
C 1.08560 -0.16339 2.48895  0.966
O -0.06906 0.24959 1.97659  -0.471
C 0.08709 1.51866 1.43757  -0.094
C 1.43851 2.02360 1.98322  -0.096
O 1.96318 0.90125 2.61029  -0.486
H 0.07013 1.48868 0.34811  0.178
H -0.77609 2.13035 1.69998  0.193
H 1.17370 2.78402 2.71788  0.188
H 2.03066 2.43282 1.16468  0.194
C -1.15085 6.23620 -2.92004  -0.418
N -1.04241 7.59555 -2.44533  -0.609
C -0.86322 7.92461 -1.16897  0.662
C -0.94562 9.36376 -0.85395  -0.699
O -0.51602 7.12466 -0.35566  -0.632
H -1.79845 6.22178 -3.79668  0.206
H -1.70245 5.72359 -2.13196  0.217
H -0.16576 5.78252 -3.02901  0.199
H -1.06667 8.33437 -3.13356  0.388
H -1.94491 9.53045 -0.45181  0.239
H -0.71242 9.94913 -1.74337  0.207
H -0.17631 9.59394 -0.11687  0.240
Cl 9.24037 1.30476 -3.99259  -0.015
C 8.08459 1.50880 -2.75503  -0.425
C 6.85003 2.23907 -3.36735  -0.380
Cl 6.08471 1.45277 -4.78029  -0.057
H 8.54144 2.11245 -1.97083  0.225
H 7.82394 0.55565 -2.29497  0.219
H 7.18298 3.20994 -3.73433  0.219
H 6.11958 2.35214 -2.56626  0.215
Cl 1.31978 -9.33480 1.15976  -0.081
C 2.25124 -8.23457 0.04306  -0.369
C 3.34149 -9.07431 -0.69246  -0.375
Cl 4.52578 -9.84189 0.44603  -0.073
H 2.71150 -7.53620 0.74202  0.226
H 1.53075 -7.79008 -0.64354  0.228
H 3.96731 -8.47348 -1.35235  0.222
H 2.87140 -9.90061 -1.22571  0.223
Cl -2.97226 -5.13730 5.86016  -0.066
C -3.95842 -4.56328 4.47103  -0.384
C -3.89392 -5.56822 3.32921  -0.365
Cl -4.68330 -7.16462 3.73133  -0.077
H -3.61081 -3.58117 4.15051  0.225
H -4.99558 -4.48648 4.79735  0.221
H -2.86183 -5.72816 3.01727  0.225
H -4.48181 -5.15004 2.51214  0.220
Cl -6.29032 0.76412 6.26821  -0.061
C -5.11148 2.01384 5.77712  -0.389
C -5.63181 3.03661 4.72820  -0.376
Cl -7.03798 3.96290 5.41618  -0.059
H -4.23879 1.44042 5.46456  0.224
H -4.89080 2.54296 6.70418  0.220
H -5.93525 2.47730 3.84321  0.218
H -4.80635 3.67662 4.41661  0.222

[4]
C18H23BrN6O4S2Sn | ωB97M-V/def2-TZVPD

The net charge is +2. The value obtained for the total energy is -4913.31042 Ha. The HOMO-LUMO gap is 8.2835 eV. Its strongest force on any atom is 0.7 eV/Å.

Last column: natural (NBO) charge in e.
Positions of all 55 atoms, in Å:
Sn -0.32827 0.88597 -0.81717  1.391
C 1.81029 3.49606 -0.77522  -0.246
C 2.53781 2.20127 -1.16267  -0.240
N 2.10757 1.06651 -0.33025  -0.691
C 2.42690 1.13681 1.10596  -0.246
C 1.26165 0.59607 1.94189  -0.241
N -0.07652 1.06570 1.48328  -0.705
C -0.48605 2.42702 1.91476  -0.243
C 0.29508 3.51756 1.20365  -0.246
N 0.43521 3.25644 -0.25386  -0.691
H 1.75630 4.12178 -1.66495  0.238
H 2.38786 4.05900 -0.04240  0.211
H 3.61672 2.36215 -1.12222  0.225
H 2.28500 1.94587 -2.19152  0.220
H 2.50648 0.21856 -0.71924  0.411
H 2.65789 2.16528 1.37427  0.208
H 3.31013 0.54829 1.35034  0.234
H 1.40992 0.85766 2.99120  0.227
H 1.25246 -0.48689 1.86067  0.230
H -0.76317 0.42650 1.87662  0.418
H -0.37061 2.54311 2.99415  0.229
H -1.54316 2.52714 1.67839  0.224
H 1.28236 3.61795 1.64507  0.210
H -0.21536 4.46326 1.38555  0.238
H -0.19215 3.88447 -0.73479  0.405
O -3.21578 -3.17370 -0.96979  -0.777
S -2.12013 -2.35356 -0.58958  2.156
N -1.97877 -0.95159 -0.33981  -1.044
Br -3.79867 5.63340 -2.31502  0.161
C -3.73072 4.06325 -1.29692  -0.118
C -4.78878 3.68235 -0.48762  -0.148
C -4.67862 2.50584 0.23730  -0.214
C -3.51333 1.76772 0.14919  0.037
N -2.48563 2.14796 -0.62493  -0.540
C -2.60443 3.26613 -1.35057  -0.006
H -5.68303 4.29171 -0.43522  0.261
H -5.49396 2.16012 0.85986  0.255
H -3.39191 0.84103 0.69621  0.219
H -1.78594 3.51889 -2.01739  0.208
O -1.40496 -5.27600 -2.13936  -0.828
S -1.06160 -5.14596 -0.77152  2.297
O -1.84675 -5.65645 0.28925  -0.827
N -0.84846 -3.35723 -0.45805  -0.947
C 0.50650 -2.96207 -0.34504  0.723
O 0.89395 -1.81557 -0.28754  -0.587
C 1.33661 -4.17856 -0.31906  -0.204
C 2.70386 -4.18618 -0.11604  -0.127
C 3.36780 -5.40520 -0.11750  -0.171
C 2.67249 -6.59364 -0.31801  -0.133
C 1.29748 -6.59890 -0.51461  -0.189
C 0.65706 -5.37811 -0.51233  -0.226
H 3.23192 -3.25501 0.04518  0.237
H 4.43770 -5.43372 0.03934  0.248
H 3.20694 -7.53531 -0.32182  0.253
H 0.75483 -7.52515 -0.66010  0.262